# 1
C42H54AgO3SSe | ωB97M-V/def2-TZVPD

The total charge is -1. Its gap between HOMO and LUMO is 6.08 eV. The calculation puts the HOMO energy at -4.0 eV.

Atoms and positions in Å:
Ag: 1.292 0.056 1.831
C: 0.841 -3.656 -4.717
C: 2.202 -2.973 -4.577
C: 2.320 -1.915 -5.686
C: 3.292 -4.036 -4.783
C: 2.371 -2.309 -3.211
C: 1.384 -2.298 -2.243
C: 1.570 -1.667 -1.015
Se: 0.064 -1.749 0.195
C: -1.109 -0.443 -0.608
C: -2.085 -0.942 -1.461
C: -2.995 -0.099 -2.082
C: -2.874 1.259 -1.786
C: -1.925 1.809 -0.936
C: -0.966 0.947 -0.299
O: -0.063 1.393 0.498
C: -1.983 3.342 -0.746
C: -3.367 3.735 -0.199
C: -1.766 4.025 -2.107
C: -0.947 3.931 0.220
C: -4.075 -0.586 -3.046
C: -5.465 -0.187 -2.527
C: -4.050 -2.106 -3.211
C: -3.860 0.047 -4.430
C: 2.782 -1.013 -0.662
O: 3.002 -0.446 0.477
C: 3.798 -1.012 -1.686
C: 3.564 -1.652 -2.888
C: 5.122 -0.278 -1.428
C: 6.077 -0.356 -2.622
C: 4.840 1.210 -1.164
C: 5.845 -0.897 -0.221
H: 0.765 -4.122 -5.704
H: 0.710 -4.434 -3.961
H: 0.023 -2.938 -4.618
H: 2.190 -2.372 -6.674
H: 1.556 -1.145 -5.556
H: 3.297 -1.427 -5.661
H: 3.179 -4.520 -5.760
H: 4.289 -3.595 -4.736
H: 3.225 -4.802 -4.006
H: 0.426 -2.772 -2.416
H: -2.106 -2.012 -1.624
H: -3.578 1.938 -2.258
H: -4.175 3.441 -0.873
H: -3.540 3.251 0.767
H: -3.423 4.819 -0.056
H: -2.527 3.734 -2.834
H: -1.799 5.114 -1.996
H: -0.790 3.748 -2.513
H: -1.085 3.547 1.231
H: 0.070 3.695 -0.086
H: -1.072 5.021 0.238
H: -5.643 -0.627 -1.542
H: -5.557 0.897 -2.431
H: -6.246 -0.536 -3.211
H: -4.220 -2.610 -2.256
H: -4.838 -2.413 -3.904
H: -3.093 -2.446 -3.614
H: -3.919 1.137 -4.377
H: -2.873 -0.216 -4.819
H: -4.619 -0.303 -5.139
H: 4.349 -1.636 -3.636
H: 5.644 0.098 -3.518
H: 6.992 0.191 -2.379
H: 6.356 -1.388 -2.852
H: 4.367 1.662 -2.041
H: 4.169 1.322 -0.314
H: 5.774 1.746 -0.959
H: 6.080 -1.947 -0.423
H: 6.784 -0.366 -0.027
H: 5.213 -0.846 0.663
O: 0.400 -0.424 3.921
S: 1.151 0.790 4.378
C: 0.722 0.959 6.204
C: 0.519 -0.407 6.769
C: 1.604 -1.174 7.189
C: 1.421 -2.480 7.617
C: 0.148 -3.036 7.627
C: -0.937 -2.278 7.209
C: -0.751 -0.973 6.778
C: 0.226 2.282 3.795
C: -1.259 2.151 3.932
C: -1.948 2.850 4.922
C: -3.325 2.724 5.050
C: -4.027 1.896 4.184
C: -3.349 1.203 3.189
C: -1.973 1.329 3.059
H: -0.180 1.565 6.273
H: 1.565 1.479 6.660
H: 2.600 -0.745 7.172
H: 2.274 -3.067 7.932
H: 0.006 -4.060 7.947
H: -1.929 -2.710 7.200
H: -1.596 -0.392 6.424
H: 0.513 2.405 2.746
H: 0.635 3.106 4.385
H: -1.403 3.507 5.592
H: -3.849 3.282 5.817
H: -5.104 1.807 4.275
H: -3.889 0.569 2.497
H: -1.455 0.822 2.254

=====

# 2
C42H54F6N9O8S2 | ωB97M-V/def2-TZVPD

The total charge is +5. Its gap between HOMO and LUMO is 4.97 eV. The calculation puts the HOMO energy at -17.0 eV.

Atoms and positions in Å:
N: 0.611 0.919 0.449
O: 0.106 -0.194 0.171
O: -0.193 1.852 0.665
O: 1.841 1.134 0.340
C: 2.283 0.984 3.706
C: 2.587 2.462 3.361
C: 3.156 3.269 4.558
O: 2.482 3.133 5.776
C: 1.285 3.888 5.829
N: 3.613 2.521 2.218
H: 4.497 2.038 2.365
H: 3.232 2.045 1.390
H: 3.714 3.523 2.075
H: 1.965 0.423 2.825
H: 1.406 0.970 4.351
H: 3.111 0.439 4.158
H: 1.693 2.918 2.935
H: 3.425 4.314 4.375
H: 4.104 2.759 4.763
H: 0.897 3.728 6.833
H: 0.490 3.569 5.144
H: 1.475 4.943 5.617
C: -0.562 3.859 -3.325
N: 0.686 3.401 -2.686
C: 1.189 4.139 -1.676
C: 2.494 3.974 -1.286
C: 3.242 2.944 -1.851
C: 2.614 2.050 -2.707
C: 1.304 2.277 -3.131
C: 4.663 2.798 -1.445
C: 5.135 1.551 -1.033
C: 6.537 1.380 -0.951
N: 7.380 2.361 -1.277
C: 6.938 3.580 -1.615
C: 5.579 3.817 -1.677
C: 8.834 2.063 -1.116
H: -1.428 3.455 -2.801
H: -0.490 3.634 -4.385
H: -0.675 4.928 -3.154
H: 0.558 4.963 -1.377
H: 3.017 4.650 -0.624
H: 3.067 1.155 -3.112
H: 0.855 1.673 -3.907
H: 4.474 0.704 -0.907
H: 7.014 0.459 -0.647
H: 7.696 4.351 -1.631
H: 5.346 4.855 -1.877
H: 9.017 1.859 -0.063
H: 9.457 2.805 -1.605
H: 9.018 1.102 -1.599
C: -3.444 -4.032 -1.287
N: -1.981 -4.019 -1.132
C: -1.206 -4.745 -1.967
C: 0.179 -4.712 -1.804
C: 0.761 -3.994 -0.737
C: -0.097 -3.301 0.097
C: -1.446 -3.273 -0.162
C: 2.188 -4.118 -0.364
C: 2.928 -2.982 -0.022
C: 4.288 -3.083 0.216
N: 4.910 -4.302 0.107
C: 4.227 -5.372 -0.281
C: 2.875 -5.314 -0.561
C: 6.330 -4.407 0.492
H: -3.782 -4.032 -2.324
H: -3.956 -3.194 -0.821
H: -3.791 -4.949 -0.811
H: -1.681 -5.201 -2.828
H: 0.808 -5.194 -2.540
H: 0.298 -2.804 0.971
H: -2.111 -2.825 0.560
H: 2.496 -1.992 0.076
H: 4.878 -2.250 0.563
H: 4.748 -6.283 -0.547
H: 2.349 -6.208 -0.867
H: 6.664 -3.437 0.848
H: 6.904 -4.887 -0.296
H: 6.391 -5.046 1.375
C: -1.795 2.698 3.223
N: -3.184 2.211 3.030
C: -3.915 2.000 4.147
C: -5.228 1.592 4.046
C: -5.714 1.230 2.786
C: -4.934 1.440 1.659
C: -3.643 1.935 1.795
C: -7.089 0.645 2.658
C: -7.917 1.138 1.665
C: -9.076 0.430 1.341
N: -9.443 -0.675 2.006
C: -8.590 -1.195 2.927
C: -7.402 -0.564 3.257
C: -10.690 -1.354 1.592
H: -1.465 3.133 2.284
H: -1.136 1.891 3.539
H: -1.761 3.476 3.983
H: -3.408 2.101 5.096
H: -5.854 1.550 4.926
H: -5.281 1.079 0.701
H: -2.964 2.180 0.991
H: -7.671 2.037 1.118
H: -9.653 0.817 0.512
H: -8.918 -2.135 3.347
H: -6.733 -1.098 3.917
H: -11.431 -0.585 1.390
H: -11.118 -1.939 2.407
H: -10.451 -2.067 0.806
C: -2.334 -4.250 -7.206
F: -3.345 -5.042 -7.463
F: -1.191 -4.921 -7.301
F: -2.362 -3.272 -8.106
S: -2.764 -3.574 -5.445
O: -3.922 -2.723 -5.629
O: -3.061 -4.677 -4.562
N: -1.259 -2.826 -5.024
S: -1.613 -1.444 -4.451
O: -1.876 -0.416 -5.430
O: -2.561 -1.496 -3.342
C: 0.028 -1.063 -3.590
F: 0.982 -0.651 -4.433
F: -0.154 -0.017 -2.721
F: 0.430 -2.070 -2.843

=====

# 3
C42H54N9O29Sn | ωB97M-V/def2-TZVPD

The total charge is +1. Its gap between HOMO and LUMO is 7.30 eV. The calculation puts the HOMO energy at -11.2 eV.

Atoms and positions in Å:
Sn: 3.653 0.620 -1.529
C: -0.849 -1.061 -1.599
C: 0.384 -0.048 -1.408
C: 0.406 0.676 0.021
O: 1.702 -0.549 -1.318
H: -1.660 -0.363 -1.696
H: -1.039 -1.888 -0.814
H: -0.849 -1.691 -2.538
H: 0.267 0.653 -2.278
H: 0.666 -0.070 0.799
H: -0.467 1.285 0.433
H: 1.004 1.587 -0.038
C: 5.519 6.222 1.171
N: 4.131 5.680 1.070
O: 3.857 5.010 0.113
O: 3.411 5.892 2.051
H: 6.074 5.536 0.551
H: 5.772 6.255 2.255
H: 5.502 7.225 0.786
C: -1.727 6.281 0.968
N: -0.830 5.215 1.499
O: -1.342 4.447 2.294
O: 0.319 5.200 1.096
H: -2.233 6.602 1.906
H: -2.410 5.787 0.320
H: -1.162 7.038 0.446
C: 3.909 -3.918 -0.388
N: 3.813 -2.453 -0.362
O: 4.420 -1.940 -1.292
O: 3.147 -1.893 0.492
H: 2.985 -4.161 -0.936
H: 3.805 -4.313 0.601
H: 4.786 -4.293 -0.917
C: -4.334 -1.905 2.857
N: -3.192 -1.947 1.912
O: -2.144 -2.451 2.230
O: -3.468 -1.526 0.812
H: -4.664 -2.951 2.927
H: -5.081 -1.260 2.417
H: -3.973 -1.617 3.855
C: -0.498 -4.747 0.585
N: 0.697 -5.463 1.108
O: 1.706 -5.413 0.353
O: 0.649 -5.928 2.214
H: -0.875 -5.386 -0.177
H: -0.136 -3.796 0.188
H: -1.180 -4.672 1.430
C: 2.327 -2.721 4.051
N: 3.478 -1.901 3.571
O: 4.636 -2.376 3.609
O: 3.189 -0.802 3.148
H: 2.153 -3.387 3.159
H: 1.434 -2.098 4.139
H: 2.663 -3.328 4.887
C: -3.883 -3.233 -3.889
N: -4.441 -4.020 -2.744
O: -5.600 -4.399 -2.735
O: -3.630 -4.220 -1.857
H: -2.796 -3.114 -3.902
H: -4.403 -2.293 -3.795
H: -4.203 -3.774 -4.785
C: 3.465 2.718 2.815
N: 4.695 2.748 1.881
O: 4.814 1.799 1.103
O: 5.521 3.552 2.085
H: 2.655 3.051 2.171
H: 3.650 3.428 3.619
H: 3.375 1.709 3.146
C: 1.242 4.602 -1.963
N: 1.648 3.353 -2.623
O: 0.992 3.024 -3.567
O: 2.572 2.692 -2.115
H: 1.661 4.724 -0.915
H: 0.112 4.607 -2.031
H: 1.566 5.447 -2.587
C: 2.355 -2.296 -4.220
C: 1.204 -2.780 -4.633
C: 0.149 -1.869 -5.177
O: -0.913 -2.238 -5.482
C: 0.490 -0.389 -5.288
C: 1.667 0.047 -4.929
C: 2.670 -0.863 -4.356
O: 3.712 -0.356 -3.863
H: 3.143 -2.921 -3.828
H: 0.931 -3.799 -4.381
H: -0.322 0.354 -5.461
H: 1.888 1.079 -4.825
C: -4.732 2.816 2.497
C: -5.224 2.860 1.245
C: -5.520 4.124 0.680
O: -5.487 4.279 -0.511
C: -5.623 5.376 1.555
C: -5.080 5.310 2.765
C: -4.682 4.017 3.347
O: -4.393 3.927 4.502
H: -4.490 1.881 2.978
H: -5.412 1.950 0.683
H: -6.010 6.316 1.181
H: -4.928 6.135 3.428
C: -3.297 1.055 -1.800
C: -2.867 2.057 -1.039
C: -2.164 3.211 -1.641
O: -1.863 4.096 -0.911
C: -2.084 3.322 -3.097
C: -2.429 2.306 -3.835
C: -2.872 0.969 -3.282
O: -2.677 -0.074 -3.821
H: -3.827 0.179 -1.397
H: -3.040 2.173 0.020
H: -1.851 4.335 -3.466
H: -2.340 2.359 -4.911
C: -1.466 1.371 6.379
C: -2.142 1.086 5.255
C: -1.366 1.137 3.974
O: -1.965 1.071 2.962
C: 0.029 1.296 3.932
C: 0.748 1.496 5.050
C: 0.048 1.566 6.377
O: 0.578 1.690 7.435
H: -1.918 1.430 7.336
H: -3.173 0.878 5.127
H: 0.432 1.198 2.926
H: 1.778 1.753 4.964
C: 3.508 -7.869 -3.065
C: 2.883 -6.752 -3.491
C: 1.664 -6.280 -2.765
O: 1.177 -5.210 -3.053
C: 0.964 -7.177 -1.793
C: 1.560 -8.351 -1.406
C: 2.940 -8.680 -1.926
O: 3.541 -9.572 -1.392
H: 4.504 -8.300 -3.400
H: 3.233 -6.173 -4.318
H: -0.025 -6.833 -1.447
H: 1.020 -9.013 -0.735

=====

# 4
C42H56As3FN3O6Ti | ωB97M-V/def2-TZVPD

The total charge is +1. Its gap between HOMO and LUMO (spin up / spin down) is 4.48 / 6.79 eV. The spin multiplicity is 3. The calculation puts the HOMO energy (spin up / spin down) at -7.4 / -9.7 eV.

Atoms and positions in Å:
Ti: 15.568 15.288 9.109
C: 19.836 16.754 9.632
As: 18.723 15.409 8.773
C: 18.473 16.215 6.996
C: 20.087 14.014 8.450
C: 19.577 12.610 8.107
C: 19.005 12.630 6.678
C: 18.514 12.124 9.085
As: 16.586 12.622 8.824
C: 15.718 11.429 7.572
C: 15.929 11.634 10.413
C: 20.785 11.707 8.189
As: 20.863 9.833 7.552
C: 19.024 9.160 7.446
C: 21.105 10.183 5.633
H: 20.818 16.823 9.138
H: 19.987 16.467 10.665
H: 19.343 17.746 9.663
H: 19.391 16.404 6.438
H: 18.026 17.181 7.158
H: 17.814 15.617 6.388
H: 20.698 13.954 9.346
H: 20.749 14.322 7.641
H: 18.188 13.369 6.640
H: 18.601 11.688 6.391
H: 19.771 12.987 5.980
H: 18.758 12.526 10.073
H: 18.563 11.045 9.228
H: 15.898 10.396 7.800
H: 16.041 11.637 6.539
H: 14.657 11.629 7.660
H: 16.315 10.637 10.405
H: 14.847 11.601 10.352
H: 16.220 12.128 11.339
H: 21.137 11.713 9.218
H: 21.622 12.134 7.634
H: 18.625 9.020 8.457
H: 19.065 8.192 6.955
H: 18.350 9.796 6.890
H: 22.031 10.753 5.458
H: 20.278 10.723 5.188
H: 21.226 9.229 5.114
F: 13.153 21.046 8.175
C: 12.422 19.947 8.495
C: 13.039 18.728 8.292
C: 12.353 17.515 8.593
C: 12.958 16.273 8.560
O: 14.251 16.223 8.237
C: 12.209 15.100 8.896
C: 10.943 15.209 9.341
N: 10.288 16.427 9.419
C: 8.902 16.524 9.759
C: 8.378 15.652 10.863
C: 8.694 17.095 11.102
C: 10.988 17.633 9.042
C: 10.386 18.876 9.234
C: 11.139 20.072 8.995
N: 10.533 21.313 9.324
C: 9.581 21.722 8.322
C: 8.593 22.663 8.920
N: 9.380 23.766 9.561
C: 10.409 23.344 10.550
C: 11.342 22.380 9.879
C: 12.895 13.798 9.049
O: 12.374 12.711 9.033
O: 14.180 13.933 9.371
H: 14.066 18.724 7.955
H: 10.347 14.369 9.640
H: 8.276 16.768 8.931
H: 9.023 14.908 11.308
H: 7.341 15.392 10.786
H: 9.636 17.287 11.621
H: 7.921 17.778 11.365
H: 9.423 18.981 9.687
H: 9.008 20.872 7.986
H: 10.061 22.143 7.435
H: 8.062 22.169 9.725
H: 7.893 23.122 8.246
H: 8.741 24.429 10.028
H: 9.851 24.302 8.850
H: 9.834 22.849 11.350
H: 10.856 24.255 10.911
H: 12.021 21.946 10.597
H: 11.988 22.876 9.132
O: 15.919 15.089 11.237
C: 16.288 16.286 11.969
C: 16.610 17.399 10.902
O: 17.035 18.486 11.241
O: 16.383 16.991 9.706
C: 15.048 16.746 12.713
C: 14.812 16.425 14.040
C: 13.567 16.743 14.592
C: 12.551 17.280 13.823
C: 12.787 17.578 12.488
C: 14.029 17.359 11.950
C: 17.517 16.009 12.804
C: 18.197 14.813 12.658
C: 19.325 14.545 13.417
C: 19.787 15.496 14.311
C: 19.108 16.699 14.466
C: 17.966 16.955 13.713
H: 15.242 14.594 11.743
H: 15.599 15.989 14.665
H: 13.383 16.557 15.632
H: 11.562 17.381 14.277
H: 11.984 18.027 11.890
H: 14.246 17.680 10.933
H: 17.861 14.077 11.941
H: 19.849 13.594 13.306
H: 20.644 15.272 14.924
H: 19.442 17.457 15.183
H: 17.479 17.937 13.732

=====

Number 1: molar mass 825.786 g/mol. Number 2: molar mass 991.071 g/mol. Number 3: molar mass 1267.639 g/mol. Number 4: molar mass 990.556 g/mol.